Model one:
{
  "formula": "C2H4N2O3",
  "method": "wB97M-V/def2-TZVPD",
  "symbols": ["N", "C", "O", "O", "C", "N", "O", "H", "H", "H", "H"],
  "xyz": [[2.24958, -0.96450, -0.14210], [1.35988, 0.05667, 0.03406], [1.55802, 1.21972, -0.02750], [0.10513, -0.41077, 0.10257], [-0.75401, 0.67010, -0.02334], [-2.06393, 0.56614, 0.02372], [-2.46200, -0.80252, -0.05149], [3.26568, -0.81890, 0.10886], [1.92369, -1.88177, 0.43877], [-0.26387, 1.65461, 0.10514], [-3.46948, -0.57753, -0.07710]],
  "lowdin_charge": [0.148, -0.670, 0.098, 0.072, -0.146, 0.009, -0.103, 0.133, 0.182, 0.139, 0.137],
  "lumo_ev": 0.59,
  "smiles": "NC(=O)O/C=N\\O",
  "e_homo_ev": -9.655,
  "homo_lumo_gap_ev": 10.25
}

=====

Model two:
{
  "formula": "C2H4N2O3",
  "method": "wB97M-V/def2-TZVPD",
  "symbols": ["H", "N", "C", "C", "O", "N", "O", "O", "H", "H", "H"],
  "xyz": [[-0.98031, 1.46631, 1.17994], [-0.01734, 1.75096, 1.36540], [0.86884, 0.97334, 0.94773], [0.75701, -0.29901, 0.16206], [1.64763, -1.12443, 0.04501], [-0.41252, -0.51785, -0.49637], [-0.52651, -1.61649, -1.38720], [-1.59647, 0.15173, -0.42423], [1.90857, 1.24442, 1.12965], [0.21449, -2.19688, -1.12753], [-1.86341, 0.16791, -1.39447]],
  "lowdin_charge": [0.049, 0.134, -0.142, -0.423, 0.060, -0.167, 0.058, 0.044, 0.115, 0.110, 0.162],
  "lumo_ev": 0.38,
  "smiles": "[H]/N=C\\C(=O)N(O)O",
  "e_homo_ev": -9.582,
  "homo_lumo_gap_ev": 9.96
}

=====

Model three:
{
  "formula": "C2H4N2O3",
  "method": "wB97M-V/def2-TZVPD",
  "symbols": ["O", "N", "C", "N", "O", "C", "O", "H", "H", "H", "H"],
  "xyz": [[-2.36981, 0.33201, -0.17644], [-1.52635, -0.86471, -0.02421], [-0.35543, -0.50318, 0.14236], [-0.03326, 0.88397, 0.40410], [1.14515, 0.95797, -0.33471], [1.74153, -0.23125, 0.01552], [0.77231, -1.17567, -0.07993], [-3.23418, -0.04481, -0.02736], [-0.73221, 1.38435, -0.10361], [2.44873, -0.55742, -0.84132], [2.14351, -0.18126, 1.02559]],
  "lowdin_charge": [-0.072, 0.107, -0.423, 0.104, -0.060, -0.246, 0.080, 0.082, 0.110, 0.179, 0.138],
  "lumo_ev": 0.85,
  "smiles": "O/N=C1\\NOCO1",
  "e_homo_ev": -9.648,
  "homo_lumo_gap_ev": 10.49
}

=====

It turns out model one is the most stable, with the second structure 0.0687 hartree higher.